# 1
This record from the Open Molecules 2025 dataset describes C4H2F2 in the gas phase at a distorted geometry. The level of theory is ωB97M-V with the def2-TZVPD basis set.

Atoms and positions in Å:
C  -1.40669  0.15980  -0.10340
C  -0.33494  -0.62439  -0.08085
C  1.00717  0.04786  -0.06966
C  2.21693  0.26424  0.00646
H  -0.45990  -1.68111  0.15048
H  3.17409  0.76378  0.09349
F  -2.62966  -0.37065  0.01668
F  -1.56701  1.44047  -0.01320

The molar mass comes out at 88.1 g/mol. As for the frontier orbital gap: 0.37651 hartree. The structure (SMILES) is C#CC=C(F)F. Its HOMO energy is -0.3469 hartree. The lowest unoccupied orbital energy comes out at 0.030 hartree.


# 2
This record from the Open Molecules 2025 dataset describes a 3-piece molecular cluster, C13H18BrN2O6 overall. The level of theory is ωB97M-V with the def2-TZVPD basis set.

Atoms and positions in Å:
N  2.75998  1.74251  0.54035
C  2.59996  0.82848  -0.46748
C  1.36732  0.32484  -0.83153
C  1.28647  -0.55448  -1.87246
C  2.43602  -0.91651  -2.59059
C  3.62868  -0.39412  -2.22867
Br  5.21844  -0.77990  -3.09832
N  3.69380  0.46051  -1.16843
H  2.07567  1.60150  1.27538
H  3.67111  1.70113  0.98375
H  0.48805  0.62391  -0.28142
H  0.33028  -0.97856  -2.13885
H  2.39180  -1.59075  -3.42898
H  4.59315  0.84788  -0.91284
C  -2.28713  4.35976  -1.93578
C  -2.99919  3.27943  -1.16617
C  -3.09554  3.49581  0.33187
O  -3.08703  2.15065  0.83967
C  -2.47995  1.36389  -0.06223
O  -2.17480  0.22554  0.12747
O  -2.26292  2.03107  -1.21356
H  -2.28904  4.14298  -3.00264
H  -2.78270  5.31735  -1.77955
H  -1.25010  4.44135  -1.60795
H  -3.98596  3.08455  -1.59137
H  -4.00203  4.00193  0.64912
H  -2.22324  4.02112  0.72722
C  -0.32488  -2.31085  0.76698
C  0.22009  -3.44529  1.59218
C  -0.80953  -4.40924  2.14972
O  -0.19647  -4.83019  3.37375
C  0.65360  -3.86186  3.78520
O  1.18303  -3.81464  4.84162
O  0.81625  -2.93901  2.79721
H  0.46627  -1.67703  0.37722
H  -0.89107  -2.69262  -0.08463
H  -0.98552  -1.67902  1.35963
H  0.99723  -3.99133  1.04783
H  -0.99711  -5.27087  1.51535
H  -1.75299  -3.90992  2.38194

The molar mass comes out at 378.2 g/mol. As for the frontier orbital gap: 0.31358 hartree. Its HOMO energy is -0.4708 hartree. The lowest unoccupied orbital energy comes out at -0.157 hartree. As for the total charge: +1.


# 3
This record from the Open Molecules 2025 dataset describes C6H10O in the gas phase at a distorted geometry. The level of theory is ωB97M-V with the def2-TZVPD basis set.

Atoms and positions in Å:
C  -1.34284  -0.25889  0.39868
C  -0.65649  -1.48277  -0.21137
O  0.64479  -1.23219  -0.70724
C  1.53673  -0.61419  0.20661
C  1.41329  0.89969  0.21512
C  0.31728  1.59930  -0.11411
C  -1.01456  1.01121  -0.38494
H  -1.00686  -0.12136  1.43882
H  -2.42365  -0.45657  0.44133
H  -0.64138  -2.30284  0.52431
H  -1.22288  -1.82663  -1.08389
H  1.41998  -1.04716  1.21459
H  2.54543  -0.89104  -0.13302
H  2.32979  1.44938  0.42022
H  0.37768  2.67309  -0.25636
H  -0.41290  0.90158  -1.46665
H  -1.86339  1.69939  -0.50210

The molar mass comes out at 98.1 g/mol. As for the frontier orbital gap: 0.34998 hartree. The structure (SMILES) is C1=CCOCCC1. Its HOMO energy is -0.3101 hartree. The lowest unoccupied orbital energy comes out at 0.040 hartree.


# 4
This record from the Open Molecules 2025 dataset describes C4H4O2 as an isolated structure. The level of theory is ωB97M-V with the def2-TZVPD basis set.

Atoms and positions in Å:
O  -1.72544  -0.01058  1.49240
C  -0.78831  -0.05885  0.74572
C  0.73258  0.00906  0.92681
C  0.84702  0.62618  -0.47756
O  0.01617  -0.87681  -1.31310
C  -0.61631  0.28115  -0.73006
H  1.29539  -0.91680  1.06759
H  1.02977  0.72469  1.70331
H  0.56573  -0.54985  -2.05175
H  -1.35660  0.77180  -1.36336

The molar mass comes out at 84.1 g/mol. As for the frontier orbital gap: 0.35207 hartree. Its HOMO energy is -0.3501 hartree. The lowest unoccupied orbital energy comes out at 0.002 hartree.


# 5
This record from the Open Molecules 2025 dataset describes C6H4CaN2O5S as an isolated structure at a distorted geometry. The level of theory is ωB97M-V with the def2-TZVPD basis set.

Atoms and positions in Å:
O  -3.25655  -1.32582  -2.28589
C  -2.13070  -1.18335  -2.16155
Ca  0.76807  -0.64284  -1.47535
O  1.67453  -2.11482  -4.72032
C  1.34935  -1.66241  -3.71564
C  3.08469  -0.12475  -0.74474
O  4.10642  0.15906  -0.30595
C  0.70636  -2.91892  -0.33803
O  0.69274  -3.89210  0.26938
C  0.36760  1.64989  -2.50500
O  0.20213  2.72507  -2.86915
N  0.06159  1.48876  3.12669
C  -0.81105  0.99483  2.22390
N  -2.10733  1.05336  2.55145
S  -0.31067  0.32921  0.74334
H  -0.25259  1.87911  3.99871
H  1.04112  1.45017  2.89118
H  -2.76424  0.68736  1.88418
H  -2.42146  1.44817  3.43278

The molar mass comes out at 256.3 g/mol. As for the frontier orbital gap: 0.30976 hartree. Its HOMO energy is -0.6046 hartree. The lowest unoccupied orbital energy comes out at -0.295 hartree. As for the total charge: +2.


# 6
This record from the Open Molecules 2025 dataset describes a 2-piece molecular cluster, C4H11NS overall at a distorted geometry. The level of theory is ωB97M-V with the def2-TZVPD basis set.

Atoms and positions in Å:
C  1.67283  0.98472  -0.93201
S  2.82598  -0.38874  -0.70322
C  2.37261  -0.83374  1.06872
H  1.52247  1.62350  -0.06693
H  0.70086  0.53085  -1.11932
H  2.03605  1.52302  -1.80041
H  1.74088  -1.72058  1.02554
H  3.21773  -1.09719  1.69302
H  1.78566  0.03165  1.33873
C  -1.97204  -0.93312  -0.86300
C  -1.85477  -0.14519  0.20205
N  -2.58025  1.03200  0.41730
H  -2.70993  -0.69900  -1.61644
H  -1.36947  -1.81451  -1.00181
H  -1.18644  -0.37633  1.02538
H  -3.46912  1.02945  -0.06113
H  -2.73306  1.25322  1.39355

The molar mass comes out at 105.2 g/mol. As for the frontier orbital gap: 0.34072 hartree. The structure (SMILES) is C=CN.CSC. Its HOMO energy is -0.3045 hartree. The lowest unoccupied orbital energy comes out at 0.036 hartree.


Q: Among the records above, which one has the lowest molar mass?
A: C4H4O2


Q: Look up the frontier orbital gap of the fifth one.
A: 0.30976 hartree


Q: Among the records above, which one has the highest molar mass?
A: C13H18BrN2O6